Entry from the OMol25 dataset: a single C4H4N4 molecule (ωB97M-V/def2-TZVPD).

Positions of all 12 atoms, in Å:
C -1.46 -1.23 0.00
N -2.22 -0.16 0.00
N -1.41 0.94 -0.02
C -0.09 0.58 -0.01
C 1.23 0.97 0.00
N 1.92 -0.21 0.00
N 1.17 -1.32 -0.02
C -0.07 -0.84 -0.01
H -1.90 -2.21 0.02
H -1.81 1.85 0.01
H 1.72 1.93 0.00
H 2.93 -0.31 0.02

Results
orbital gap	9.31	eV
LUMO	0.919	eV
molar mass	108.10	g/mol
net charge	0
structure (SMILES)	c1n[nH]c2c[nH]nc12